Record 1
{"formula": "C12H36HgO11", "method": "ωB97M-V with the def2-TZVPD basis set", "species": ["Hg", "C", "C", "O", "H", "H", "H", "H", "H", "C", "C", "O", "H", "H", "H", "H", "H", "C", "C", "O", "O", "H", "H", "H", "H", "H", "H", "C", "C", "O", "O", "H", "H", "H", "H", "H", "H", "C", "C", "O", "O", "H", "H", "H", "H", "H", "H", "C", "C", "O", "O", "H", "H", "H", "H", "H", "H", "O", "H", "H"], "xyz": [[-31.33069, 7.66053, 8.64703], [-31.00012, 6.94503, 3.99776], [-31.16926, 6.65669, 5.53921], [-30.37851, 7.31715, 6.46731], [-31.20631, 7.99104, 3.77093], [-31.65258, 6.31200, 3.39638], [-29.96948, 6.91569, 3.64419], [-30.97116, 5.60328, 5.73719], [-32.16722, 6.86153, 5.92677], [-35.20003, 6.42306, 7.40883], [-34.42701, 6.28264, 8.71448], [-33.06450, 5.93430, 8.64534], [-36.23440, 6.69341, 7.62117], [-35.16811, 5.58949, 6.70721], [-34.87281, 7.29283, 6.83916], [-34.97128, 5.56142, 9.32415], [-34.52354, 7.26211, 9.18291], [-30.74732, 4.17573, 1.21032], [-29.51554, 3.26959, 1.55468], [-28.67737, 3.14274, 0.32104], [-31.71685, 3.66886, 0.33593], [-30.40117, 5.11826, 0.78612], [-31.23415, 4.46880, 2.14047], [-29.77249, 2.30315, 1.98834], [-28.85713, 3.82233, 2.22481], [-28.82092, 2.25544, -0.01613], [-31.23705, 3.49093, -0.47631], [-34.66498, 6.83145, 2.68811], [-35.00195, 5.84417, 3.78682], [-35.76237, 4.76538, 3.33009], [-34.23916, 8.11078, 3.24046], [-35.41942, 7.06147, 1.93577], [-33.85882, 6.38384, 2.10686], [-35.74401, 6.25461, 4.47163], [-34.25823, 5.52238, 4.51583], [-35.10634, 4.19458, 2.92337], [-35.03143, 8.43080, 3.67808], [-28.13122, 3.32921, 5.06833], [-27.62335, 4.64850, 5.67898], [-28.49208, 5.09749, 6.74653], [-29.42449, 3.53169, 4.56909], [-28.04866, 2.64017, 5.90887], [-27.45420, 2.88274, 4.34005], [-27.57852, 5.39734, 4.88820], [-26.59303, 4.57990, 6.02803], [-29.12706, 5.76636, 6.48005], [-30.01841, 3.50912, 5.32297], [-28.32266, 9.84414, 4.67718], [-27.17061, 9.71783, 5.76068], [-27.41960, 8.59649, 6.58628], [-29.64840, 10.08591, 5.06195], [-28.24810, 8.90278, 4.13277], [-27.94409, 10.65911, 4.06025], [-27.07112, 10.60846, 6.38115], [-26.19077, 9.60363, 5.29704], [-28.29069, 8.25756, 6.36734], [-30.07280, 9.31127, 5.43800], [-32.59061, 10.10823, 2.27724], [-32.86254, 9.32911, 2.76226], [-32.84121, 9.92667, 1.37145]], "forces_ev_per_angstrom": [[-0.6149, -0.7869, -0.5289], [0.1788, 0.9743, 1.2876], [-0.2019, -0.2508, 0.3208], [1.7813, 1.2717, -0.3837], [-0.6245, 0.1547, 0.1257], [0.0678, -0.0665, 0.0355], [0.2564, -0.8342, 0.2028], [-0.4380, -0.7201, -0.5857], [-0.8589, -0.3584, -1.0070], [0.0651, 0.6293, -0.6245], [0.9694, 0.2416, -0.2401], [-0.2915, 0.5072, -0.3124], [-0.3230, -0.3919, 0.1927], [0.0261, -0.3169, 0.3427], [0.5245, 0.1139, -0.0963], [-0.0191, -0.2846, 0.3806], [-0.2319, 0.1611, 0.4579], [1.0267, 0.2772, 1.1152], [0.2039, 1.3981, -1.7838], [-1.0527, -0.3990, 0.9781], [-0.0800, -0.8202, -0.1660], [0.5593, 0.0742, 0.0504], [-0.1207, -0.3174, 0.0912], [-0.0420, 0.0418, -0.1593], [-0.4025, -0.1178, 0.2058], [0.0639, -0.0387, -0.0988], [-0.1261, -0.0905, -0.2947], [1.3596, 0.5477, 0.1447], [-2.3185, 1.0020, 1.5319], [0.5344, -1.2569, -1.0520], [-0.2266, -1.3472, -0.3178], [-0.6709, -0.5619, 0.4251], [0.4906, 0.4274, -0.0129], [0.1066, 1.0353, 0.1110], [0.9379, 0.2116, -0.6972], [-0.3164, -0.6157, -0.3043], [0.0760, 0.3580, 0.2283], [0.9749, 0.7721, 1.5880], [-0.7457, 0.8297, -0.2958], [1.4051, -1.6171, -0.3639], [-0.2094, -0.7399, -0.3378], [-0.7218, -0.4762, 0.1349], [-0.1358, 0.4683, -0.5534], [-0.2073, 0.2321, -0.1316], [-0.0429, -0.2903, 0.4180], [-0.2714, 0.8957, -0.3085], [-0.1281, 0.2527, 0.1154], [1.8228, -0.2087, 0.5532], [-1.7447, -0.2462, 0.1182], [0.5970, 0.0955, 0.1281], [0.6007, 0.9914, 0.1223], [-0.0691, -0.0947, -0.3852], [-0.5931, 0.1191, -0.4178], [-0.3531, 0.2931, 0.1191], [-0.0468, -0.1668, -0.5594], [-0.5728, -0.4069, 0.2393], [0.1030, -0.7784, 0.3829], [0.4106, 0.6531, -0.2123], [-0.2746, -0.3620, 0.2198], [-0.0655, -0.0668, -0.1362]], "mulliken_spin": [0.705, 0.003, 0.052, -0.018, -0.002, 0.004, -0.003, 0.008, -0.015, -0.011, 0.040, 0.256, 0.000, -0.002, 0.006, 0.018, -0.032, 0.000, 0.000, 0.000, 0.000, 0.000, 0.000, 0.000, 0.000, 0.000, 0.000, 0.001, -0.001, 0.000, 0.000, 0.000, 0.000, 0.000, 0.001, 0.000, 0.000, 0.000, 0.001, 0.000, 0.000, 0.000, 0.000, 0.000, 0.000, -0.004, 0.000, 0.001, 0.000, 0.002, 0.000, 0.000, 0.000, 0.000, 0.000, -0.007, -0.001, 0.000, 0.000, 0.000], "homo_ev": [-4.40, -4.62], "spin_multiplicity": 2, "total_energy_ev": -39721.3062, "charge": -1, "orbital_gap_ev": [6.63, 6.23]}

=====

Record 2
{"formula": "C4H11NO3", "method": "ωB97M-V with the def2-TZVPD basis set", "species": ["C", "C", "C", "C", "N", "O", "O", "O", "H", "H", "H", "H", "H", "H", "H", "H", "H", "H", "H"], "xyz": [[-0.85660, 0.21616, 1.24664], [1.19168, -0.99126, -0.02310], [-0.65400, -0.91026, -1.71442], [0.15482, 1.14254, 1.82472], [0.24645, -0.17704, -0.84742], [0.43648, -1.54269, 0.93501], [0.70392, 1.03838, -1.43789], [-1.88313, 0.74632, 0.56487], [1.25370, 0.78765, -2.20052], [-1.56068, 1.47738, 0.01322], [-1.20044, -0.60775, 1.84990], [1.67721, -1.73653, -0.68965], [1.96573, -0.26615, 0.30175], [-0.18125, -1.13873, -2.67893], [-0.92020, -1.84087, -1.21391], [-1.56330, -0.33002, -1.87903], [0.94072, 0.57024, 2.31099], [0.59633, 1.79232, 1.06666], [-0.34746, 1.77030, 2.57110]], "forces_ev_per_angstrom": [[-0.3427, -0.4288, 0.5973], [-0.0643, 0.3346, -0.7353], [0.3533, 0.2011, -0.0668], [0.2360, -0.1409, -0.2200], [-0.4440, 0.4930, 0.5172], [-0.3684, 0.7596, -0.0317], [0.2284, -0.9223, -0.1119], [0.6564, -0.3671, -0.0909], [-0.0630, 0.1487, 0.0524], [0.0008, -0.0629, 0.0452], [-0.0904, 0.1363, 0.0402], [0.0271, -0.0013, 0.2173], [-0.0521, -0.0826, -0.0001], [-0.0799, -0.0304, -0.0603], [0.0960, 0.0798, 0.0654], [0.0306, 0.0024, -0.0707], [-0.0414, 0.0081, -0.0189], [-0.0418, -0.0276, -0.0221], [-0.0406, -0.0999, -0.1064]], "nbo_charge": [0.486, 0.091, -0.443, -0.726, -0.167, -0.765, -0.596, -0.646, 0.450, 0.489, 0.215, 0.136, 0.126, 0.171, 0.242, 0.200, 0.260, 0.238, 0.239], "homo_ev": [-8.40, -8.40], "total_energy_ev": -11954.1725, "orbital_gap_ev": [8.91, 8.91]}

=====

Record 3
{"formula": "C28H25N3O6", "method": "ωB97M-V with the def2-TZVPD basis set", "species": ["C", "C", "O", "C", "C", "C", "C", "C", "N", "C", "O", "C", "N", "C", "O", "C", "C", "C", "C", "O", "C", "C", "O", "N", "C", "C", "C", "C", "C", "O", "C", "C", "C", "C", "C", "C", "C", "H", "H", "H", "H", "H", "H", "H", "H", "H", "H", "H", "H", "H", "H", "H", "H", "H", "H", "H", "H", "H", "H", "H", "H", "H"], "xyz": [[-4.18411, 2.76376, -1.61641], [-5.02669, 1.56466, -1.27905], [-6.20787, 1.50227, -1.53213], [-4.32876, 0.45470, -0.56777], [-5.10274, -0.47939, 0.11893], [-4.50522, -1.48401, 0.85652], [-3.12493, -1.56502, 0.92507], [-2.34874, -0.64549, 0.22938], [-0.92843, -0.73607, 0.29669], [-0.23359, -0.37788, 1.38970], [0.95826, -0.61576, 1.53911], [-0.95680, 0.49596, 2.41905], [-0.33492, 1.80007, 2.34920], [-0.77644, 2.74218, 1.47873], [-1.84655, 2.67477, 0.89599], [0.14062, 3.87531, 1.30518], [0.01046, 4.99541, 0.52323], [1.20314, 5.73032, 0.68823], [1.97084, 5.00753, 1.55236], [1.34308, 3.88800, 1.93028], [-0.25548, -1.23891, -0.90467], [0.07888, -2.74154, -0.79090], [-0.37339, -3.55182, -1.57147], [0.87840, -3.03938, 0.24494], [1.42578, -4.35842, 0.44455], [2.90743, -4.36895, 0.22516], [3.83239, -3.36703, 0.25527], [5.08077, -3.97742, -0.02727], [4.81962, -5.29874, -0.20294], [3.50549, -5.54544, -0.05327], [0.95776, -0.39897, -1.24979], [2.11488, -0.97587, -1.75546], [3.21009, -0.18903, -2.06829], [3.16190, 1.18150, -1.88487], [2.00220, 1.76645, -1.40563], [0.90593, 0.98241, -1.09840], [-2.94278, 0.34955, -0.53018], [-3.56310, 3.03885, -0.76667], [-3.53534, 2.52333, -2.45741], [-4.82867, 3.59138, -1.90101], [-6.17742, -0.39049, 0.06762], [-5.11171, -2.20279, 1.38596], [-2.64204, -2.33409, 1.50948], [-0.81367, 0.08391, 3.41995], [-2.01720, 0.61477, 2.19843], [0.62567, 1.85394, 2.65655], [-0.83532, 5.24541, -0.08299], [1.45525, 6.66351, 0.22872], [2.94838, 5.18164, 1.95749], [-0.98422, -1.15591, -1.72115], [1.24755, -2.27466, 0.80503], [1.19465, -4.70228, 1.46164], [0.94259, -5.03395, -0.26860], [3.65656, -2.32864, 0.44958], [6.03355, -3.49309, -0.08766], [5.45140, -6.13415, -0.42924], [2.16437, -2.04258, -1.91206], [4.10567, -0.65391, -2.45267], [4.02051, 1.79263, -2.11993], [1.94708, 2.83762, -1.27265], [0.00586, 1.45372, -0.73080], [-2.32084, 1.04609, -1.06665]], "forces_ev_per_angstrom": [[-0.2491, 0.1718, -0.0563], [0.0891, 0.2263, -0.1137], [0.0118, -0.0164, 0.0413], [-0.0066, -0.5035, 0.1953], [0.0226, 0.0698, -0.0515], [-0.0772, 0.0196, 0.0391], [0.1357, 0.1669, -0.1797], [-0.4631, -0.1613, 0.0956], [-0.1113, -0.0869, -0.4401], [-0.0897, 0.1758, 0.5457], [0.0675, 0.0714, 0.1892], [-0.0735, -0.0033, -0.0910], [0.1943, -0.0442, 0.1915], [0.1817, -0.1295, 0.4004], [0.0198, 0.1062, -0.1163], [-0.4267, 0.8686, -0.8494], [-0.1101, -0.8056, 0.4619], [0.4132, -0.2033, 0.3381], [0.0568, 0.7114, -0.4375], [-0.0638, -0.4422, 0.2537], [0.2033, -0.1998, -0.2381], [-0.2484, 0.3740, 0.0418], [-0.0797, -0.1585, -0.3289], [0.4281, -0.1680, 0.4561], [-0.0281, -0.4217, -0.0603], [-0.0073, 0.8558, 0.0575], [-0.5370, -0.3730, 0.0145], [0.0685, -0.5841, -0.0796], [0.7264, 0.5211, -0.0046], [-0.4360, -0.2965, 0.0460], [0.1126, 0.1226, -0.1661], [-0.1925, 0.0305, -0.0363], [0.0784, 0.0228, -0.0382], [0.0970, 0.0076, -0.0166], [-0.0569, 0.0835, -0.0042], [0.0191, -0.0509, -0.0645], [-0.2040, -0.0903, 0.0604], [0.1089, 0.0383, 0.0073], [0.1335, -0.0093, -0.0704], [-0.0304, -0.0240, -0.0324], [-0.0782, 0.0121, -0.0136], [-0.0585, -0.0527, 0.0521], [0.0772, -0.0972, 0.0341], [-0.0425, -0.0295, -0.1467], [0.1448, -0.0263, 0.1515], [-0.0479, 0.0536, -0.0592], [-0.2182, -0.0222, -0.1064], [0.1214, 0.1932, -0.0522], [0.1116, -0.0745, 0.1102], [0.1439, -0.1190, 0.2260], [-0.1663, 0.0133, -0.1223], [-0.0018, -0.0310, -0.1703], [0.0489, 0.0672, 0.1642], [-0.1317, 0.2283, 0.0323], [0.2398, 0.0236, -0.0320], [0.0001, -0.1744, -0.0389], [0.0549, -0.1163, 0.0047], [0.0828, -0.0468, -0.0417], [0.0763, 0.0462, -0.0245], [-0.0106, 0.1017, 0.0219], [-0.1193, 0.0464, 0.0560], [0.0960, 0.1324, -0.0049]], "nbo_charge": [-0.732, 0.581, -0.532, -0.153, -0.145, -0.212, -0.214, 0.209, -0.472, 0.702, -0.655, -0.318, -0.587, 0.639, -0.641, 0.144, -0.235, -0.318, 0.121, -0.396, -0.151, 0.682, -0.616, -0.634, -0.270, 0.277, -0.325, -0.313, 0.082, -0.399, -0.032, -0.208, -0.206, -0.203, -0.225, -0.162, -0.188, 0.257, 0.232, 0.238, 0.238, 0.221, 0.223, 0.228, 0.246, 0.419, 0.245, 0.236, 0.210, 0.251, 0.438, 0.208, 0.252, 0.235, 0.227, 0.203, 0.226, 0.216, 0.212, 0.214, 0.199, 0.232], "homo_ev": -8.57, "total_energy_ev": -46197.5875, "smiles": "CC(=O)c1cccc(N(C(=O)CNC(=O)c2ccco2)[C@H](C(=O)NCc2ccco2)c2ccccc2)c1", "orbital_gap_ev": 8.79}

=====

Q: Which formula does entry 2 have?
A: C4H11NO3